No. 1
# C19H23Cl4O

3 unconnected molecules or ions with the total composition C19H23Cl4O (ωB97M-V/def2-TZVPD, OMol25).

XYZ file:
```
47
Properties=species:S:1:pos:R:3:forces:R:3
H 0.8529 2.5011 -0.3036 -1.9174 -1.0132 1.3870
H 7.6768 1.7913 0.4222 -0.1822 -0.0868 0.0492
H -2.6860 -3.1825 3.3307 0.5259 1.3046 -1.8704
H 4.7399 -0.6428 -1.5523 -0.0776 0.0763 0.2830
H -2.5121 -2.9188 1.3842 0.5835 0.8105 2.6040
H -1.2944 -2.0347 2.6632 -2.2033 -1.1444 -0.5954
C 4.3048 -0.1358 0.5038 0.2280 0.0623 -0.2286
Cl 2.8114 -1.0039 0.4655 0.0838 0.0880 0.1827
H -2.4197 -0.3872 -5.7469 -0.0138 -0.0682 0.1787
H -1.3028 -2.6035 -5.6697 -0.0749 0.0255 0.1812
H 6.3216 1.7622 2.4923 -0.2226 -0.1614 -0.1103
C -2.4646 -2.4708 -2.4686 0.2077 0.0869 -0.6807
C -1.8042 -2.2154 -4.7860 -0.0946 0.0060 0.2524
Cl 3.8584 0.5558 3.1237 0.0261 -0.1495 -0.1212
C -3.0701 -0.4718 -3.6927 0.3266 -0.3248 -0.4331
C 6.2907 0.5726 -0.6905 -0.2376 -0.0639 0.2126
C -1.8218 -2.9647 -3.6082 -0.0682 0.3284 -0.2663
H -1.3321 -3.9356 -3.5847 -0.1413 0.1809 0.1427
H -3.4955 -0.6159 3.5262 0.1939 -1.0969 -2.3492
H -2.1933 -0.3610 0.4829 -0.5983 0.7243 2.5074
Cl -2.4543 -3.4553 -1.0488 -0.0965 0.0965 -0.0998
H -0.1009 0.8680 0.1456 0.5317 2.4550 0.5629
H 1.5169 2.8815 2.0886 -1.4257 -1.5215 -0.4301
C 5.0781 -0.1187 -0.6614 0.4015 0.2805 0.1431
H 6.8888 0.5829 -1.5988 -0.1500 -0.0222 0.1477
C 4.7523 0.5396 1.6453 0.3458 0.1514 -0.1500
C -2.4300 -0.9704 -4.8290 -0.0631 -0.0794 0.3446
C -2.3892 -2.4410 2.4614 -0.6748 1.0530 0.0893
H -1.2192 3.8790 0.1517 -0.3818 -2.1653 0.5202
H 1.2998 0.9803 2.0610 -1.1234 2.3932 -0.2208
C -3.3508 -1.0728 2.4362 1.0291 0.2484 -0.5730
C 0.0587 2.0135 0.4420 -0.1535 -0.9930 0.1993
C -3.0884 -1.2183 -2.5100 -0.2502 0.0567 0.0370
H -4.4057 -1.3005 1.9271 2.2816 0.5221 1.2061
O -2.2360 2.6372 1.5599 1.7492 -0.6399 -2.1000
C -1.4187 2.7174 0.3396 -0.0856 1.6120 -0.0661
H -2.0289 2.3622 -0.6223 1.1858 0.3203 2.1262
H -1.4357 0.1367 2.1352 -1.7844 -0.2522 -0.8669
H -3.5539 0.5012 -3.7352 0.0596 -0.2334 0.2164
C 6.7339 1.2498 0.4446 -0.2802 -0.1287 0.1102
C 5.9667 1.2326 1.6112 0.1454 -0.0912 -0.4750
C -3.2053 1.5312 1.5158 -0.8679 -2.0522 1.1026
C -2.4806 0.0529 1.5652 0.6032 0.3374 0.8960
H -0.0229 2.0831 2.8265 1.1375 -0.0435 -2.0113
H -3.7747 1.6028 2.5630 1.2743 0.0203 -1.8156
C 0.7335 2.0237 1.9357 0.3866 -0.8169 0.2991
Cl -3.8934 -0.5372 -1.1414 -0.1379 -0.0918 -0.5178
```
Forces are in eV/Å.

Calculated values
Total charge: -1
E_HOMO: -1.15 eV
Kohn-Sham gap: 3.541 eV
E_LUMO: 2.393 eV
Multiplicity: 1

Atomic partial charges in e from the natural (NBO) method, atoms 1 to 6: 0.187 0.214 0.186 0.231 0.206 0.209



No. 2
# C19H23ClINO3V

A molecular structure, C19H23ClINO3V (ωB97M-V/def2-TZVPD, OMol25).

XYZ file:
```
49
Properties=species:S:1:pos:R:3:forces:R:3
H 4.4235 -1.5866 -2.6394 -0.0010 -0.0042 0.0006
H 2.8143 -1.3173 -3.2151 -0.0016 0.0045 0.0038
C 2.6706 5.7334 1.0812 0.0033 0.0155 0.0154
H -2.6857 1.1359 -1.5222 0.0082 0.0043 -0.0024
H -1.1379 -1.1251 3.1015 0.0053 0.0006 0.0011
C 1.4929 3.6471 1.2815 -0.0300 -0.0938 -0.0651
O 0.3090 0.7755 0.7690 0.1705 0.1227 -0.2447
H -2.8638 1.3026 0.6539 0.0076 0.0033 0.0017
V 0.2402 -0.5136 -0.1203 -0.4650 -0.4657 0.1603
H -0.1401 -2.5481 2.7032 0.0115 0.0167 0.0017
H 0.2753 3.0494 -0.4082 0.0541 -0.0548 -0.0141
C -1.0677 -2.0193 2.4862 0.0102 -0.0089 -0.0066
H 3.3114 6.5066 1.4825 -0.0040 0.0045 -0.0032
C 1.2269 2.6184 2.1706 0.4519 0.9961 0.6021
C -2.6828 0.4092 1.2469 0.0580 0.0278 0.0121
C 3.0236 -1.3654 -1.2021 -0.0575 -0.0335 -0.0021
I 3.8722 -3.6640 0.4384 -0.0066 -0.0085 0.0098
C 2.3393 4.6429 1.8424 -0.0027 -0.0034 -0.0494
C -1.2369 -1.7270 1.0394 0.0954 0.0248 -0.0219
H 4.9798 -1.3476 -0.3336 0.0031 -0.0210 -0.0065
H 3.6428 -1.0215 0.8014 0.0104 0.0207 -0.0086
H -3.6539 0.0084 1.5463 -0.0047 0.0084 -0.0037
H -0.9625 -1.8052 -3.3879 0.0186 0.0016 0.0013
H -3.2405 -0.2817 -2.4106 -0.0080 0.0095 0.0060
H -2.1529 0.6928 2.1551 0.0034 0.0006 -0.0012
H 0.9069 5.0232 -1.7551 0.0192 -0.0096 -0.0088
H 2.7069 4.5490 2.8561 0.0264 -0.0161 -0.0099
O 1.1848 2.0029 3.1128 -0.2553 -0.4417 -0.2184
C -2.3654 0.1898 -1.9499 0.0030 -0.0203 -0.0124
C -1.8230 -0.7462 -0.9273 0.0658 -0.0055 -0.0282
C -1.1497 -2.0114 -1.2499 -0.1152 -0.0982 -0.0186
C 0.9742 3.7762 -0.0229 -0.1387 0.0501 0.0278
H 0.5145 -3.9701 1.0019 0.0095 0.0030 -0.0059
H -0.1110 -3.2084 -2.7019 0.0033 0.0026 -0.0018
C -0.7790 -2.6062 -0.0494 -0.1076 -0.0818 -0.0399
H -1.6620 0.3734 -2.7648 0.0040 0.0063 0.0046
Cl 2.5682 7.2026 -1.1471 -0.0039 0.0030 -0.0006
H -1.8610 -3.2063 -2.8364 -0.0008 0.0032 -0.0082
H -0.9456 -4.6712 0.3244 0.0028 -0.0042 -0.0051
H 0.3964 -4.2656 -0.7420 0.0093 0.0040 0.0030
C 1.3099 4.8758 -0.7631 -0.0222 0.0161 0.0293
C -0.9932 -2.5760 -2.6195 0.0187 0.0391 -0.0047
H -1.8845 -2.6862 2.7869 0.0050 -0.0040 0.0032
C -0.1505 -3.9415 0.1405 -0.0015 0.0128 0.0269
C 3.9534 -1.5876 -0.0710 0.0074 0.0079 0.0087
O 1.7694 -1.1530 -0.9822 0.2064 0.0412 -0.0773
N 3.4488 -1.4078 -2.4325 0.0289 0.0147 -0.0091
C 2.1635 5.8526 -0.2183 0.0125 -0.0066 0.0003
C -1.9477 -0.6373 0.4831 -0.1074 -0.0836 -0.0412
```
Forces are in eV/Å.

Calculated values
Total charge: +3
E_HOMO: -17.88 eV
Kohn-Sham gap: 6.273 eV
E_LUMO: -11.603 eV
Multiplicity: 1

Atomic partial charges in e from the Mulliken method, atoms 1 to 6: 0.267 0.247 -0.753 0.359 0.322 0.567



No. 3
# C19H23GeMnN6O6S

A molecular structure, C19H23GeMnN6O6S (ωB97M-V/def2-TZVPD, OMol25).

XYZ file:
```
57
Properties=species:S:1:pos:R:3:forces:R:3
H -3.3133 -4.8538 -1.3403 -0.0017 0.0070 0.0021
N -1.3695 -0.1921 -0.5931 0.1196 0.1843 0.0702
H 2.3958 2.2352 -1.0956 -0.0013 0.0093 0.0001
C 0.0784 0.2526 2.5562 0.0853 0.1204 -0.2296
C 1.7769 -1.6716 4.5933 -0.0295 0.0235 -0.0288
H 1.6966 -1.9692 0.4772 0.0045 0.0179 -0.0033
N 5.7409 5.6363 0.2755 -0.0150 -0.0806 -0.0098
H 2.7301 -2.8389 1.6131 0.0035 0.0008 0.0132
C 1.7721 -2.3266 1.5059 0.0089 0.0262 0.0397
H -1.9946 -3.4739 -0.4593 0.0084 0.0037 0.0002
H 4.1793 -0.3879 2.8692 -0.0030 -0.0105 -0.0029
H 3.0516 4.7234 3.0479 -0.0020 -0.0013 0.0040
H -0.6973 -1.6904 0.6390 -0.0147 -0.0145 0.0091
H 3.3002 1.1076 3.1965 -0.0125 -0.0057 0.0107
C 1.8414 3.3563 1.9082 -0.0367 -0.0612 -0.0154
C -5.0965 -3.5628 -4.3755 -0.2101 0.1505 -0.2409
H 6.4444 6.3386 0.4300 0.0000 -0.0014 0.0195
H -4.7574 -6.3238 -2.7302 -0.0002 -0.0074 -0.0066
O -1.7011 3.0408 1.0261 0.1932 -0.0597 -0.1637
C 5.0438 5.2241 1.3720 -0.0047 0.3773 -0.0226
C -2.9368 -0.7945 -2.2931 -0.0017 -0.0762 -0.0132
C -2.0758 -2.4590 -0.8211 -0.0323 -0.0120 -0.0173
H 2.6623 -2.3042 4.6779 0.0137 -0.0021 -0.0061
O -0.8111 2.8707 -0.8587 0.0213 0.0195 -0.0700
H 3.4467 0.5143 1.5390 -0.0096 0.0006 -0.0103
C -4.6222 -5.2782 -2.9904 -0.0411 0.0056 -0.0434
C 3.6910 3.6061 -0.0646 0.0642 0.0170 0.0446
H -2.1593 1.1760 -1.9104 -0.0102 -0.0092 -0.0053
H -0.8085 -0.3516 2.7864 0.0141 -0.0248 -0.0300
C 3.8726 4.3209 1.1134 -0.1160 -0.1892 0.0063
O -5.6970 -3.9343 -6.8555 -0.0106 0.0058 -0.0099
H 0.1130 1.0192 3.3442 -0.0011 -0.0037 -0.0001
O -5.4507 -1.6295 -6.0784 -0.0013 0.0023 0.0099
N 1.6657 2.6750 0.7760 -0.0994 -0.1204 -0.0619
H -3.5624 -0.5119 -3.1285 -0.0086 0.0107 -0.0048
H 1.0821 3.2159 2.6681 0.0040 0.0104 -0.0019
H 4.4096 3.6332 -0.8721 0.0128 0.0154 -0.0023
C -1.3396 -1.4700 -0.2034 0.0085 0.0524 0.0070
C -3.8164 -4.4607 -2.2116 0.0359 0.0788 0.0135
C 3.3125 0.2082 2.5780 -0.0447 -0.0286 0.0095
Mn -0.2639 1.3317 0.6893 -0.2736 -0.0969 0.3874
N -5.2615 -4.8493 -4.0657 0.0528 -0.1614 0.1157
C -2.8999 -2.1289 -1.8934 0.1102 0.1438 0.0687
C 2.5733 2.8012 -0.1890 -0.0608 0.0085 0.0007
H 5.3413 5.5717 -0.6430 0.0050 -0.0180 -0.0086
S -6.0062 -2.9459 -5.8410 0.0636 -0.0397 0.0594
O 5.3298 5.5842 2.4949 0.0508 -0.1387 0.0066
C -3.7158 -3.1372 -2.6156 -0.1864 -0.2268 -0.1251
H 0.9835 -3.0641 1.6682 -0.0101 0.0076 0.0054
C -2.1633 0.1325 -1.6236 0.0646 -0.0290 0.0143
C 2.9257 4.1866 2.1188 0.0724 0.0559 -0.0275
H 1.8284 -0.9030 5.3663 0.0066 0.0122 -0.0052
Ge 1.6549 -0.8432 2.8052 0.0182 0.0276 -0.0362
H 0.8963 -2.2845 4.7921 -0.0044 -0.0064 -0.0146
N -1.5793 3.5324 -0.1204 -0.0111 -0.0475 0.1358
O -7.3776 -2.9567 -5.3617 0.0182 -0.0098 0.0021
N -4.3635 -2.6970 -3.6928 0.1942 0.0881 0.1614
```
Forces are in eV/Å.

Calculated values
Total charge: -1
E_HOMO (alpha / beta): -5.43 / -5.43 eV
Kohn-Sham gap (alpha / beta): 6.318 / 6.285 eV
E_LUMO (alpha / beta): 0.885 / 0.852 eV
Multiplicity: 6

Atomic partial charges in e from the natural (NBO) method, atoms 1 to 6: 0.208 -0.575 0.209 -1.549 -1.090 0.219



No. 4
# C19H23N3O2S

C19H23N3O2S in the gas phase (ωB97M-V/def2-TZVPD, OMol25).

XYZ file:
```
48
Properties=species:S:1:pos:R:3:forces:R:3
H 3.9511 -3.1131 -0.0014 -0.1332 -0.0361 -0.1313
H -1.0013 0.1691 -3.8138 0.0206 0.0747 -0.1123
H 0.8521 -1.1246 -2.8543 0.0371 -0.0044 -0.0239
H -2.5029 4.9537 2.4479 -0.0064 0.0335 0.0588
H -0.9576 3.0004 2.5138 0.0786 -0.0445 0.1018
C 2.0654 -2.3249 -0.6991 0.2676 -0.3995 0.2622
C -3.0345 4.6063 0.3946 0.0242 -0.0342 0.0195
H -3.7143 5.4406 0.3183 -0.0601 0.0587 -0.0304
H 4.0135 -0.8389 0.7974 0.0797 0.0444 -0.0021
N 0.7487 -2.6106 -0.6429 -0.3800 -0.3566 -0.0006
H -2.8180 -2.5989 0.9756 -0.0377 -0.0426 0.0448
C -2.4191 -0.4347 -2.3293 0.0238 -0.0166 -0.0354
H 2.5625 -4.1930 0.3146 -0.0035 -0.0438 -0.0194
C 3.4441 -0.8151 1.7234 -0.2025 -0.2569 0.1968
H -3.4409 1.4096 -2.4453 -0.0533 0.0885 -0.0130
H -3.4719 0.4876 -3.9500 -0.0562 0.0178 -0.0906
C -2.6007 -1.2100 -1.1915 0.1460 0.0158 -0.1367
H -0.6177 0.6805 -0.4044 -0.0386 -0.0154 0.0439
O 2.5687 -1.4356 -1.3639 0.1251 0.1137 -0.2264
H -3.5729 -1.2305 -0.7198 -0.1219 -0.0123 0.0729
C -1.1656 -0.4215 -2.9254 -0.1376 -0.0781 0.1517
N -1.9929 2.7344 -0.6569 0.1134 -0.2538 -0.3463
H -1.1215 -2.4288 1.4191 0.0500 -0.0277 0.1007
C 2.4224 0.3147 1.7367 0.3785 -0.2233 -0.4038
C -1.7996 -2.7414 0.6244 0.0263 0.0813 -0.0729
H -0.5174 0.7277 1.3745 0.0370 -0.0684 0.0068
H -3.3146 3.9410 -1.6329 -0.0855 0.0843 -0.0350
C -1.4999 3.2501 1.6147 -0.1026 0.0871 -0.0798
H 1.2439 2.4938 1.2077 -0.0111 0.0137 -0.1821
C -2.8125 3.7719 -0.6880 -0.2210 0.3358 0.0360
H -1.6549 -3.8082 0.4441 -0.0023 -0.1122 0.0709
C -1.5695 -1.9428 -0.6261 0.1574 0.0053 -0.0242
S 2.6554 -2.4536 1.9318 0.1693 -0.1444 -0.0685
C -2.3594 4.3327 1.5752 0.0247 -0.0443 -0.0573
H -4.5010 0.0042 -2.5902 -0.1013 -0.0057 -0.0272
H 2.2565 0.1974 -0.3124 0.1122 -0.0384 0.1641
H 1.2331 2.3019 -0.5663 -0.0006 0.0280 0.0471
C -3.5305 0.4086 -2.8671 0.0060 0.0736 0.0400
C -0.3092 -1.8956 -1.2342 -0.2750 0.3019 -0.1654
O 2.0518 0.8288 2.7723 -0.1354 0.0904 0.4578
H 4.1062 -0.6941 2.5805 -0.0367 0.1110 -0.1218
H 0.4655 -3.2970 0.0423 0.1742 0.1118 -0.0701
C -0.1192 -1.1474 -2.3893 0.1299 -0.0584 -0.0343
C -1.3432 2.4719 0.4693 0.0688 -0.1452 0.2469
C -0.3990 1.3081 0.4574 0.2099 0.1416 0.0456
N 2.0056 0.7161 0.5199 -0.0716 0.1305 -0.3484
C 1.0568 1.7975 0.3852 -0.2353 -0.0282 0.2335
C 2.8934 -3.1584 0.2537 0.0490 0.4477 0.4571
```
Forces are in eV/Å.

Calculated values
Total charge: 0
E_HOMO: -8.38 eV
Kohn-Sham gap: 8.905 eV
E_LUMO: 0.527 eV
Structure (SMILES): Cc1ccc(NC(=O)CSCC(=O)NCCc2ccccn2)c(C)c1
Multiplicity: 1

Atomic partial charges in e from the natural (NBO) method, atoms 1 to 6: 0.244 0.213 0.242 0.216 0.225 0.681



No. 5
# C19H23N4O2RbS3

A molecular structure, C19H23N4O2RbS3 (ωB97M-V/def2-TZVPD, OMol25).

XYZ file:
```
52
Properties=species:S:1:pos:R:3:forces:R:3
S -4.4952 0.2309 0.7582 -1.6604 0.6838 -1.4696
C -0.6991 1.3044 -5.2425 0.4656 -0.0056 -0.1982
H -1.3798 -3.5085 -2.6660 1.0026 0.5239 0.2208
H 5.0153 0.4064 4.8910 0.5671 -0.3979 0.4206
Rb 0.9487 -0.3146 1.1108 -0.4103 0.1648 -0.1564
C -0.3030 -3.2443 -2.4738 -0.8750 -0.7018 -0.3942
N -2.6214 -0.6381 -1.2605 0.3418 1.0297 -3.1539
H 0.0755 1.9035 -5.7298 -0.1517 -0.4510 0.0066
H 1.6775 3.4230 2.8824 0.2890 0.3748 0.2148
H 0.2935 1.1758 -3.3188 0.6770 0.5005 0.3300
H 5.1086 -0.8407 2.6916 -0.1080 0.5754 -0.1133
H -3.4404 -0.7552 -2.2474 -0.4878 -0.3987 -0.7210
C -3.0471 -0.6427 0.9386 2.1301 -0.7313 -2.2850
C -1.8379 0.8990 -5.9646 -0.4154 0.1222 1.8714
C 2.4895 2.8613 3.3349 0.0230 -1.2713 -0.1715
H 2.2220 3.5980 5.3380 -0.1027 -0.4246 -0.1036
H 3.8250 2.1024 6.3522 0.1673 -0.3425 -0.2298
O -3.8133 -0.6925 -3.3719 0.3600 0.5018 0.6642
C -0.5728 0.9934 -3.9022 -2.0806 -0.7953 0.0138
C 3.6669 2.0082 5.2789 -0.5553 0.4381 0.3435
C -1.6492 0.3438 -3.2362 0.0284 0.3651 0.3820
H -0.0242 -2.4192 -3.1224 -0.1017 0.4689 0.2541
C 3.2023 1.9690 2.5013 0.8721 0.0484 1.3585
H -3.6925 1.0284 3.9702 0.0817 0.0933 -0.6976
H 2.1465 -3.5578 -1.6989 0.0085 -0.2502 0.2320
H 5.7863 0.5893 1.7971 -0.1549 -0.3606 0.5633
N -2.3932 -1.2103 -0.0866 -0.5649 1.1330 5.5940
C 4.8700 0.1332 2.2297 0.8530 -0.5062 -1.9008
H 2.7944 -3.9312 -0.1522 -1.1261 -0.1771 -0.4800
N -0.1467 -2.9954 -1.0370 -0.2992 -0.4719 0.3173
H 3.1650 1.9870 1.4218 -0.4752 0.1635 -0.1905
C -2.9171 0.3101 -5.3203 -0.2714 -0.2907 -0.0673
C 2.7046 2.8377 4.7212 -0.0446 1.0849 -0.9054
H 4.2775 -0.0281 1.3114 0.1264 -0.3737 0.3179
C -4.2622 1.5962 1.8886 -0.6001 -0.9003 1.2498
C 4.3378 1.1165 4.4840 -0.1807 -0.0667 -1.9546
C -2.8307 -0.0164 -3.9395 0.1586 -0.1768 -0.4609
H -5.2550 1.7860 2.3421 0.5493 -0.0509 -0.2183
C 0.7828 -3.4731 -0.1967 0.4273 0.1833 -0.0140
C 4.1523 1.0920 3.0633 -1.3080 1.0404 2.2623
H -3.9409 2.4919 1.4141 0.3207 0.5447 -0.6545
C -1.5607 0.0744 -1.7469 -0.9977 -1.0668 -1.3372
S -2.4204 -0.4579 2.5618 0.3103 -0.3720 0.7877
C -3.2592 1.1621 2.9595 1.2057 -0.2398 0.8309
H -2.4037 1.8733 3.0534 -0.8424 -0.3617 -0.0924
H -1.8983 1.1192 -6.9868 -0.1214 0.3285 -1.3451
N 1.9626 -3.9182 -0.7659 0.2020 0.5668 0.3714
S 0.5539 -3.4893 1.5088 0.2745 -0.0379 -0.9340
H 0.2545 -4.1040 -2.8522 0.1798 -0.1071 0.5216
O -0.5650 0.4070 -1.0992 0.9168 0.1801 0.8865
H -0.9951 -2.6535 -0.5689 0.2621 0.0575 -0.0472
H -3.8891 0.0676 -5.8175 1.1348 0.1569 0.2811
```
Forces are in eV/Å.

Calculated values
Total charge: 0
E_HOMO: -6.96 eV
Kohn-Sham gap: 6.611 eV
E_LUMO: -0.344 eV
Multiplicity: 1

Atomic partial charges in e from the natural (NBO) method, atoms 1 to 6: 0.337 -0.291 0.238 0.212 0.949 -0.444



Which molar mass belongs to each record? In order, 409.20; 526.70; 591.04; 357.48; 521.09 g mol⁻¹.
Which max |F| belongs to each record? In order, 2.8; 1.2; 0.5; 0.6; 5.7 eV/Å.